Computed, not measured: one molecule with the formula C9H10Si in a non-equilibrium geometry, with wB97M-V/def2-TZVPD.

```
! RIJCOSX wB97M-V def2-TZVPD def2/J DEFGRID3
* xyz 0 1
C 0.363 3.394 -1.680
C 0.438 2.443 -0.953
Si 0.213 0.968 0.254
C -0.344 1.260 2.042
C 1.725 -0.082 -0.062
C 2.475 -0.979 -0.317
C 3.504 -1.961 -0.606
C -1.310 0.025 -0.130
C -2.246 -0.672 -0.439
C -3.517 -1.414 -0.312
H 0.471 4.379 -2.118
H 0.536 1.353 2.709
H -0.890 2.197 2.110
H -1.036 0.543 2.389
H 3.070 -2.603 -1.253
H 4.341 -1.593 -1.086
H 3.720 -2.484 0.300
H -3.434 -2.345 -0.936
H -3.696 -1.731 0.718
H -4.381 -0.697 -0.630
*
```

As for the structure (SMILES): C#C[Si](C)(C#CC)C#CC. For the HOMO-LUMO gap, the calculation gives 10.39 eV. The HOMO energy is -9.61 eV.

Mulliken charges, unit e, in atom order:
1. C 0.4996
2. C -1.0485
3. Si 0.3660
4. C -1.1469
5. C -0.9316
6. C 1.2325
7. C -1.3860
8. C -0.8678
9. C 1.0518
10. C -1.0089
11. H 0.3956
12. H 0.3265
13. H 0.3191
14. H 0.3537
15. H 0.3639
16. H 0.3606
17. H 0.3026
18. H 0.2748
19. H 0.2932
20. H 0.2496